# 1
C3H7OS | the ωB97M-V functional and the def2-TZVPD basis

CARTESIAN COORDINATES (ANGSTROEM)
1 C 0.01173 1.42002 0.72236
2 O 1.17191 1.68390 1.35492
3 C -0.19557 -0.12111 0.47401
4 C 0.10801 -0.49123 -0.98521
5 S -0.24127 -2.20537 -1.37669
6 H -0.83414 1.73579 1.38436
7 H -0.07977 1.87623 -0.28795
8 H -1.18125 -0.54423 0.69514
9 H 0.56926 -0.58042 1.10663
10 H -0.57650 0.08205 -1.62668
11 H 1.11208 -0.16541 -1.26477
12 H 0.13551 -2.69021 -0.19612

Results
Kohn-Sham gap in eV: 5.48
Total charge: -1
Energy above the lowest of the compared OMol25 structures with the same formula, charge and spin in kcal/mol: 38.9
SMILES: [O-]CCCS


# 2
C22H40O14 | the ωB97M-V functional and the def2-TZVPD basis

CARTESIAN COORDINATES (ANGSTROEM)
1 O 5.62080 2.90767 1.03003
2 C 4.49682 3.30095 1.06793
3 O 4.19597 4.63322 1.25819
4 C 3.26466 2.44683 0.78727
5 C 2.76799 2.69973 -0.60566
6 C 1.61071 3.22762 -1.01906
7 C 0.46436 3.72895 -0.20488
8 O -0.74051 3.27077 -0.78669
9 C -1.81063 3.32605 0.12949
10 O -2.97057 3.09078 -0.58942
11 C -4.09537 3.88662 -0.26798
12 C -5.34328 3.01906 0.00078
13 O -5.05165 1.69892 0.40631
14 C 1.64921 3.27788 -2.51110
15 O 0.85591 3.69562 -3.28867
16 O 2.86207 2.74220 -2.91881
17 C 3.57724 2.36308 -1.81088
18 O 4.64147 1.83434 -1.87005
19 H 3.74941 4.77330 2.10214
20 H 3.53412 1.39856 0.91548
21 H 2.49026 2.72867 1.49957
22 H 0.56296 3.32590 0.80982
23 H 0.47775 4.82395 -0.15499
24 H -1.67096 2.54138 0.89190
25 H -1.81997 4.31151 0.61682
26 H -3.90520 4.52525 0.59789
27 H -4.30647 4.54846 -1.11339
28 H -5.93858 3.52754 0.76943
29 H -5.96334 2.95750 -0.89052
30 H -4.40682 1.73870 1.12053
31 C -4.32928 -1.62611 1.31604
32 O -4.90809 -1.15007 2.51140
33 C -6.31786 -1.29346 2.50818
34 C -6.87821 -1.10706 3.89921
35 O -6.74940 -2.25239 4.72808
36 C -5.47767 -2.46832 5.31859
37 C -5.21915 -1.61662 6.54060
38 O -4.81881 -0.30754 6.17191
39 C -4.87408 0.58399 7.26033
40 H -4.72385 -1.08843 0.44692
41 H -3.25721 -1.44828 1.38083
42 H -4.50005 -2.70152 1.18949
43 H -6.59438 -2.28904 2.13969
44 H -6.75283 -0.53827 1.83876
45 H -7.95391 -0.94699 3.80262
46 H -6.44394 -0.22474 4.37450
47 H -4.67530 -2.34807 4.58767
48 H -5.49044 -3.51097 5.64235
49 H -4.42140 -2.07972 7.13857
50 H -6.13199 -1.57406 7.14760
51 H -5.89906 0.68613 7.63584
52 H -4.53009 1.55490 6.90900
53 H -4.22548 0.25344 8.08031
54 C 6.85164 -5.08464 -6.52094
55 O 6.03303 -4.44531 -5.57059
56 C 6.16785 -5.01598 -4.28166
57 C 5.57160 -4.11155 -3.22696
58 O 6.41792 -3.03999 -2.84477
59 C 6.45599 -1.91593 -3.71440
60 C 5.27570 -0.98444 -3.56356
61 O 4.15534 -1.49856 -4.26820
62 C 2.95691 -0.85476 -3.91069
63 H 6.60796 -6.15065 -6.60471
64 H 6.67499 -4.60626 -7.48209
65 H 7.91207 -4.98001 -6.26246
66 H 7.22728 -5.18540 -4.05170
67 H 5.64622 -5.98392 -4.26144
68 H 5.44215 -4.70672 -2.32025
69 H 4.59008 -3.75006 -3.54107
70 H 6.57206 -2.22603 -4.75494
71 H 7.35098 -1.36400 -3.42096
72 H 5.53676 0.00101 -3.96797
73 H 5.03741 -0.87312 -2.49990
74 H 2.73407 -0.99922 -2.84446
75 H 2.15615 -1.30010 -4.49816
76 H 2.99992 0.21778 -4.12802

Results
Kohn-Sham gap in eV: 8.01
SMILES: O=C(O)CC1=C(COCOCCO)C(=O)OC1=O.COCCOCCOC.COCCOCCOC


# 3
C21H15F6N2O8S4 | the ωB97M-V functional and the def2-TZVPD basis

CARTESIAN COORDINATES (ANGSTROEM)
1 F 2.70970 0.20891 -4.00485
2 C 2.01530 -0.19038 -2.93781
3 F 1.19444 -1.21716 -3.24816
4 F 2.89305 -0.58213 -1.99380
5 S 1.00042 1.27278 -2.28089
6 C -0.21392 0.74065 -0.93638
7 C -1.62821 0.37885 -1.59677
8 C -2.23372 -0.92329 -1.76179
9 C -3.41611 -1.02396 -2.49223
10 C -3.96502 0.09782 -3.15817
11 N -4.94850 -0.02040 -4.18126
12 O -5.20845 0.98307 -4.89415
13 O -5.51981 -1.10412 -4.41458
14 C -3.41203 1.35927 -2.95822
15 C -2.24954 1.48656 -2.20422
16 O 2.07952 2.03560 -1.69076
17 O 0.24471 1.81363 -3.40369
18 H 0.19037 -0.00079 -0.21720
19 H -1.80203 -1.78542 -1.24237
20 H -3.91817 -1.97703 -2.62526
21 H -3.81404 2.25896 -3.42474
22 H -1.87730 2.49867 -2.02973
23 F -0.86039 -2.97294 2.95561
24 C 0.29336 -2.80159 2.17931
25 F 1.31336 -2.49280 3.06436
26 F 0.62467 -4.04579 1.59558
27 S -0.30021 -1.76416 0.97350
28 N 1.56855 1.57099 0.96901
29 S 2.96382 1.37551 1.72772
30 C 3.53541 -0.28547 1.25047
31 C 4.90256 -0.58193 1.25153
32 C 5.36861 -1.85921 0.90477
33 C 4.45094 -2.84817 0.52778
34 C 3.09200 -2.53032 0.47166
35 C 2.64947 -1.26375 0.83554
36 O 3.89868 2.26386 1.08012
37 O 2.81404 1.36071 3.15293
38 S 0.29821 2.47253 1.03839
39 C -1.24474 1.81569 1.69389
40 C -1.93099 0.68374 1.27437
41 C -2.66853 -0.05166 2.18755
42 C -2.91669 0.48063 3.43976
43 C -2.51976 1.78670 3.73503
44 C -1.73906 2.48988 2.82764
45 O 0.44710 3.89265 1.21161
46 O -0.31234 2.13943 -0.43520
47 H 5.58953 0.22655 1.46493
48 H 6.44939 -2.05421 0.93961
49 H 4.80565 -3.85070 0.31285
50 H 2.36429 -3.29789 0.19904
51 H 1.50673 -1.10315 0.84023
52 H -1.95463 0.37815 0.24418
53 H -2.94709 -1.07497 1.93892
54 H -3.43719 -0.12170 4.16378
55 H -2.73890 2.22374 4.70652
56 H -1.48650 3.52954 2.97399

Results
Kohn-Sham gap in eV: 5.84
Total charge: -1
Energy above the lowest of the compared OMol25 structures with the same formula, charge and spin in kcal/mol: 68.2


# 4
C5H8N3 | the ωB97M-V functional and the def2-TZVPD basis

CARTESIAN COORDINATES (ANGSTROEM)
1 C 0.76421 -1.24406 -0.67545
2 C 1.61799 1.16056 0.18075
3 C -0.67386 1.15916 -0.97612
4 C -0.29019 -0.17131 -0.41037
5 C -1.09336 -0.79455 0.67452
6 N 1.91215 -1.11918 -0.15482
7 N 0.32146 1.02246 0.03135
8 N 2.33897 0.07606 0.44610
9 H 0.65306 -2.15445 -1.17481
10 H 2.17465 2.15861 0.27855
11 H -0.65722 1.22148 -2.13584
12 H -1.63690 1.47103 -0.61198
13 H -0.53603 -1.64522 1.06593
14 H -2.07108 -1.07598 0.26338
15 H -1.27771 -0.05832 1.49774
16 H 3.27236 0.05778 0.91678

Results
Kohn-Sham gap in eV: 9.73
Total charge: +1
Energy above the lowest of the compared OMol25 structures with the same formula, charge and spin in kcal/mol: 92.8
SMILES: C[C@]12C=N[NH+]=CN1C2


# 5
C27H32F6IN2OPReSbSi | the ωB97M-V functional and the def2-TZVPD basis

CARTESIAN COORDINATES (ANGSTROEM)
1 Re -0.20888 0.60448 -0.02754
2 C -2.28332 1.52044 3.33392
3 C -1.07430 1.47515 4.22418
4 C -1.17919 2.06355 5.48227
5 C -0.16373 1.97039 6.41573
6 C 0.98564 1.25232 6.11729
7 C 1.12568 0.68164 4.86715
8 C 0.12035 0.82075 3.89762
9 P 0.29622 -0.15826 2.38567
10 C 1.98807 -0.80402 2.33496
11 C 2.12006 -2.19128 2.23836
12 C 3.37370 -2.77626 2.12315
13 C 4.50013 -1.96832 2.10964
14 C 4.36863 -0.58914 2.19718
15 C 3.12415 0.02603 2.30753
16 C 3.08571 1.53216 2.39325
17 C -0.84680 -1.49889 2.62470
18 C -1.21725 -1.99663 3.87474
19 C -2.15341 -3.01222 3.93193
20 C -2.71940 -3.50698 2.75795
21 C -2.35337 -2.99613 1.52342
22 C -1.40117 -1.98182 1.45532
23 C -0.94133 -1.43190 0.14338
24 H -3.17189 1.24413 3.90141
25 H -2.22710 0.83160 2.49047
26 H -2.44674 2.52876 2.95975
27 H -2.09527 2.58291 5.73702
28 H -0.28112 2.43032 7.38790
29 H 1.76487 1.12789 6.85690
30 H 2.01436 0.10623 4.65801
31 H 1.24005 -2.82258 2.27752
32 H 3.46726 -3.85276 2.07042
33 H 5.48539 -2.41104 2.03980
34 H 5.25652 0.03303 2.18315
35 H 3.86056 1.96489 1.75935
36 H 3.28106 1.86727 3.41229
37 H 2.12527 1.96299 2.10554
38 H -0.78727 -1.59222 4.78224
39 H -2.45742 -3.41211 4.88961
40 H -3.46166 -4.29247 2.81052
41 H -2.80773 -3.38137 0.61880
42 H -1.79024 -1.37581 -0.53933
43 H -0.19110 -2.08162 -0.31202
44 F -2.20382 1.28381 -0.11188
45 Sb -1.77523 3.26255 -0.28010
46 F -2.83496 3.41007 -1.76608
47 F -0.33239 2.61903 -1.36603
48 F -0.91495 4.85695 -0.00693
49 F -0.37536 2.38008 1.01503
50 F -3.04006 3.53327 1.01653
51 I 5.47060 2.38037 -1.28592
52 C 3.84892 1.19655 -0.88575
53 C 3.78471 -0.19292 -0.91729
54 N 2.55833 -0.55189 -0.54965
55 N 1.80138 0.52474 -0.26283
56 C 2.58827 1.60108 -0.48470
57 H 4.53356 -0.92539 -1.17400
58 H 2.19296 -1.48156 -0.40667
59 H 2.20405 2.60014 -0.34625
60 C 0.74611 -1.49076 -3.89558
61 Si -0.31601 -0.05667 -3.41986
62 C -2.08510 -0.31350 -3.85514
63 C 0.36379 1.51657 -4.09636
64 O -0.25339 -0.00565 -1.67223
65 H 0.61380 -1.67216 -4.96500
66 H 0.48279 -2.41647 -3.37800
67 H 1.80638 -1.28592 -3.72929
68 H -2.15559 -0.27732 -4.94482
69 H -2.74572 0.45844 -3.45476
70 H -2.45260 -1.28669 -3.52484
71 H 0.52396 1.35331 -5.16482
72 H 1.32664 1.77874 -3.65104
73 H -0.30365 2.37140 -3.98352

Results
Kohn-Sham gap (alpha / beta) in eV: 5.81 / 5.81
Total charge: +2
Energy above the lowest of the compared OMol25 structures with the same formula, charge and spin in kcal/mol: 26.0


# 6
C3H4FNOS | the ωB97M-V functional and the def2-TZVPD basis

CARTESIAN COORDINATES (ANGSTROEM)
1 C -1.54237 0.46436 0.84599
2 C -0.85041 -0.94558 0.31294
3 C 0.46160 -0.19846 0.02594
4 H 0.94734 2.24398 0.12595
5 H -1.23549 0.96278 1.97748
6 H -2.67205 1.10224 0.46391
7 H -0.60397 -1.83760 1.09991
8 N -0.28546 0.96983 -0.24879
9 O 0.03091 2.30302 -0.46291
10 F -1.67180 -1.49698 -0.72220
11 S 1.99678 -0.63334 0.07301

Results
Kohn-Sham gap in eV: 9.13
Energy above the lowest of the compared OMol25 structures with the same formula, charge and spin in kcal/mol: 141.2


# 7
C3H3NO2 | the ωB97M-V functional and the def2-TZVPD basis

CARTESIAN COORDINATES (ANGSTROEM)
1 C 1.21241 -0.24364 -0.18672
2 C -0.87428 0.50945 0.04173
3 C -0.81010 -0.81866 0.15375
4 H 0.74934 1.69818 0.03961
5 H -1.71663 1.14600 -0.08984
6 H -1.73752 -1.54610 0.34662
7 N 0.45944 0.83076 -0.21334
8 O 2.37606 -0.23245 0.17510
9 O 0.34126 -1.34354 -0.26691

Results
Kohn-Sham gap in eV: 9.68
Energy above the lowest of the compared OMol25 structures with the same formula, charge and spin in kcal/mol: 40.3
SMILES: O=c1[nH]cco1


# 8
C6H12O | the ωB97M-V functional and the def2-TZVPD basis

CARTESIAN COORDINATES (ANGSTROEM)
1 C 0.34157 0.61922 1.45178
2 C 0.17344 1.86930 1.87508
3 C -0.32255 0.54266 -0.89647
4 C -0.40436 0.01526 0.33291
5 C -1.08462 -1.31465 0.51746
6 C -1.10441 0.11816 -2.10611
7 H 1.19385 0.01696 1.75803
8 H -0.62831 2.52557 1.57262
9 H 0.83869 2.18261 2.67318
10 H 0.16301 1.51482 -0.96953
11 H -0.71581 -1.82122 1.41443
12 H -0.87315 -1.92530 -0.36199
13 H -2.16797 -1.32717 0.67133
14 H -2.13193 -0.06326 -1.77630
15 H -0.81722 -0.88831 -2.44887
16 H -1.03550 0.83117 -2.91560
17 H 2.31420 -0.39296 -0.88264
18 H 1.23288 -1.40872 -0.82850
19 O 2.15781 -1.30347 -0.62205

Results
Kohn-Sham gap in eV: 9.85
Energy above the lowest of the compared OMol25 structures with the same formula, charge and spin in kcal/mol: 39.5
SMILES: C=C/C(C)=C/C.O


Number 1: calculated total energy -591.90621 a.u.. Number 2: calculated total energy -1915.47751 a.u.. Number 3: calculated total energy -3712.39970 a.u.. Number 4: calculated total energy -359.20698 a.u.. Number 5: calculated total energy -3078.68316 a.u.. Number 6: calculated total energy -744.54053 a.u.. Number 7: calculated total energy -321.31341 a.u.. Number 8: calculated total energy -310.99631 a.u..